No. 1
This record from OMol25 describes C31H34CsN8O7P as an isolated structure. The level of theory is ωB97M-V with the def2-TZVPD basis set.

Cartesian coordinates (Å):
Cs  0.00052  0.11766  0.88142
C  -1.78818  -4.55677  -0.44200
C  -2.91128  -4.56644  0.36327
C  -3.76689  -3.47547  0.32585
C  -3.45645  -2.41774  -0.52183
N  -2.38577  -2.40849  -1.31416
C  -1.57205  -3.45676  -1.26363
C  -4.30192  -1.19224  -0.52948
C  -5.69475  -1.27954  -0.54391
C  -6.42731  -0.10874  -0.55393
C  -5.75801  1.10339  -0.53646
C  -4.36660  1.09534  -0.50713
N  -3.65740  -0.03107  -0.51438
C  -3.59469  2.37029  -0.43223
C  -3.96492  3.48294  -1.17395
C  -3.19659  4.63441  -1.05896
C  -2.10889  4.62627  -0.21034
C  -1.81061  3.46296  0.49962
N  -2.53852  2.35351  0.38607
H  -1.05185  -5.34885  -0.41744
H  -3.09956  -5.39096  1.04073
H  -4.62683  -3.41522  0.98032
H  -0.66949  -3.40685  -1.85831
H  -6.18047  -2.24595  -0.56679
H  -7.51064  -0.13851  -0.57006
H  -6.29564  2.04190  -0.51637
H  -4.81139  3.43640  -1.84738
H  -3.44256  5.51629  -1.63972
H  -1.46852  5.49056  -0.09216
H  -0.92250  3.43488  1.13492
O  0.89018  2.40073  3.22585
C  1.44519  2.65038  2.13410
O  1.03684  3.46939  1.25559
C  2.71533  1.83056  1.73378
O  3.75905  1.99969  2.38020
O  2.54623  1.06250  0.72749
C  0.05829  -5.14569  4.14220
C  1.08336  -4.06932  4.48225
C  1.71208  -3.42100  3.24106
C  2.68577  -2.30125  3.68572
C  3.49955  -1.66334  2.56604
C  2.50560  -4.47147  2.50166
O  3.31231  -5.21107  3.04793
N  2.26857  -4.54231  1.17042
C  1.33652  -3.77096  0.42470
O  1.33317  -3.99905  -0.78390
N  0.53178  -2.90386  1.05685
C  0.60122  -2.76150  2.40012
O  -0.19105  -2.04421  3.01338
H  -0.37043  -5.57863  5.04908
H  0.51452  -5.95765  3.56969
H  -0.75949  -4.72519  3.55256
H  1.89240  -4.49433  5.07966
H  0.60977  -3.27101  5.05428
H  3.35326  -2.73972  4.43357
H  2.07734  -1.54224  4.18169
H  4.19964  -2.38050  2.12777
H  4.06764  -0.80992  2.93692
H  2.87935  -1.25731  1.76495
H  2.82749  -5.18528  0.63063
C  2.06141  3.06156  -4.79847
N  2.89354  2.17515  -3.99475
C  3.86435  2.99609  -3.26775
N  3.27003  4.05325  -2.46287
C  2.43066  4.87239  -3.32087
N  1.39990  4.13252  -4.05439
C  0.40839  3.57361  -3.11881
P  1.09502  2.40417  -1.83229
C  2.07426  1.39273  -3.05379
C  2.50843  3.49788  -1.32896
H  1.29912  2.46567  -5.30805
H  2.70211  3.52870  -5.55466
H  4.52719  3.45874  -4.00807
H  4.45521  2.34944  -2.61739
H  3.07110  5.36541  -4.06145
H  1.94515  5.63879  -2.71223
H  -0.36221  3.05490  -3.69905
H  -0.08983  4.40038  -2.60374
H  1.39608  0.75365  -3.62715
H  2.72726  0.73464  -2.47433
H  3.16090  2.89915  -0.69106
H  2.12018  4.29750  -0.69767

Computed properties:
* total charge: -2
* HOMO-LUMO gap: 0.19089 Eh
* energy relative to the best compared isomer or geometry (same formula, charge and spin): 0.0 kJ/mol

Results of the Mulliken charge analysis, in e, for atoms 1 through 2:
1 Cs 1.3035
2 C -0.5775

***

No. 2
This record from OMol25 describes C31H34IrN6O4S2 as an isolated structure. The level of theory is ωB97M-V with the def2-TZVPD basis set.

Cartesian coordinates (Å):
Ir  -0.93457  0.61110  -0.74245
N  -3.45288  0.26629  -4.29933
C  -2.81076  0.31736  -3.05960
S  -1.15109  0.75670  -3.05021
N  -3.52305  -0.03775  -2.03920
N  -2.83827  0.04120  -0.82810
C  -3.58614  -0.13183  0.20029
C  -3.23052  0.02808  1.58846
C  -4.25973  -0.17741  2.52052
C  -4.08285  -0.02053  3.87733
C  -2.81448  0.36563  4.33664
C  -1.78119  0.57267  3.45971
C  -1.93441  0.40682  2.05128
O  -0.89939  0.56184  1.31781
H  -3.05368  0.90998  -4.96447
H  -4.45388  0.35788  -4.20808
H  -4.62149  -0.38220  -0.01840
H  -5.23303  -0.47043  2.13755
H  -4.90016  -0.18771  4.56767
H  -2.64496  0.50234  5.40026
H  -0.79642  0.86686  3.80243
C  6.06471  -3.16254  0.84412
C  5.12834  -2.16748  0.20874
C  3.75147  -2.36158  0.23423
C  2.88228  -1.43614  -0.32704
C  3.39622  -0.29416  -0.91827
C  4.76779  -0.08628  -0.96702
C  5.62552  -1.02065  -0.40546
S  2.28478  0.88864  -1.68955
O  1.65630  0.17322  -2.76393
O  3.13924  2.00389  -2.05064
N  1.17335  1.32485  -0.60547
C  1.59628  2.16138  0.43579
C  2.94270  2.32587  0.84187
C  3.23255  3.13478  1.91867
C  2.21172  3.79395  2.59322
C  0.92998  3.59321  2.10917
N  0.63404  2.81830  1.08014
H  5.54412  -4.08982  1.08452
H  6.48760  -2.76856  1.77203
H  6.89858  -3.40277  0.18081
H  3.34372  -3.25372  0.69829
H  1.80225  -1.57816  -0.33240
H  5.14505  0.80982  -1.44317
H  6.69816  -0.85553  -0.44234
H  3.75253  1.84060  0.32753
H  4.26576  3.24822  2.23035
H  2.40024  4.43647  3.44418
H  0.08006  4.09004  2.57415
C  -0.56742  4.08946  -1.79101
C  -1.91788  3.47353  -1.41445
C  -2.83655  4.54482  -0.82117
O  -1.81083  2.46239  -0.48324
H  -0.68907  4.89524  -2.52554
H  0.09145  3.33100  -2.21491
H  -0.08592  4.48909  -0.89503
H  -2.38891  3.12825  -2.35680
H  -2.39556  4.92380  0.10545
H  -3.80632  4.10428  -0.57937
H  -2.98449  5.38154  -1.51387
C  -1.04600  -2.70173  -3.04013
C  -1.09066  -3.29255  -1.66216
C  -1.46739  -4.61192  -1.47844
C  -1.46457  -5.21740  -0.22669
C  -1.03514  -4.46233  0.85557
C  -0.64396  -3.13767  0.72703
C  -0.14466  -2.39638  1.93706
C  -0.68924  -2.49724  -0.54760
N  -0.18455  -1.25384  -0.71756
H  -1.13794  -3.48704  -3.79526
H  -0.11616  -2.15000  -3.19896
H  -1.85203  -1.98581  -3.19625
H  -1.76263  -5.18423  -2.35427
H  -1.76185  -6.25253  -0.10454
H  -0.98698  -4.91436  1.84325
H  0.27388  -3.09807  2.66431
H  -0.94327  -1.84520  2.43371
H  0.61228  -1.65785  1.66826

Computed properties:
* total charge: -2
* spin multiplicity: 2
* HOMO-LUMO gap (spin up / spin down): 0.20402 / 0.19275 Eh
* energy relative to the best compared isomer or geometry (same formula, charge and spin): 0.0 kJ/mol

Results of the Mulliken charge analysis, in e, for atoms 1 through 2:
1 Ir 2.1449
2 N -0.5933